(1)
Here is a structure of composition C3H4N4S in a non-equilibrium geometry from the Open Molecules 2025 dataset. Energies are from ωB97M-V/def2-TZVPD.

The value obtained for the total energy is -19968.50583 eV. Its HOMO energy is -7.6 eV. The value obtained for the energy above the lowest of the compared OMol25 structures with the same formula, charge and spin is 2.128 eV.

Last column: Löwdin charge in e.
Geometry (Å):
C 0.910 -1.195 0.051  -0.19
C 0.488 0.768 0.902  -0.98
C -1.678 0.082 -0.960  0.03
N 1.891 -0.921 0.820  0.03
N -1.576 0.018 -2.169  0.16
N 1.646 0.269 1.332  -0.02
N -0.016 -0.155 0.058  0.04
S -0.140 2.186 1.467  0.49
H 0.809 -2.245 -0.212  0.12
H -2.370 0.431 -0.254  0.08
H -2.270 -0.068 -2.883  0.09
H 2.306 0.829 1.848  0.15

Atoms 1-3, force components in eV/Å:
-1.00 -0.43 0.25
-0.86 0.65 0.10
3.12 0.15 -1.43

(2)
Here is a structure of composition C46H42AuN4O4P2S from the Open Molecules 2025 dataset. Energies are from ωB97M-V/def2-TZVPD.

The value obtained for the total energy is -95615.06776 eV. Its HOMO energy is -15.7 eV. The total charge is +3. The value obtained for the energy above the lowest of the compared OMol25 structures with the same formula, charge and spin is 0.090 eV.

Last column: Löwdin charge in e.
Geometry (Å):
Au -0.606 -0.020 0.188  0.91
O 1.566 2.296 -0.412  -0.10
C 2.750 2.017 0.188  -0.27
C 3.661 2.920 0.700  0.02
C 4.812 2.407 1.284  -0.02
C 5.041 1.036 1.344  -0.04
C 4.107 0.147 0.837  -0.05
C 2.933 0.637 0.260  -0.25
P 1.682 -0.334 -0.609  1.10
C 1.783 0.053 -2.351  -0.36
C 0.658 0.316 -3.121  -0.10
C 0.799 0.619 -4.465  -0.04
C 2.065 0.651 -5.035  -0.03
C 3.190 0.381 -4.267  -0.04
C 3.058 0.083 -2.920  -0.06
C 2.144 -2.047 -0.363  -0.36
C 2.373 -2.540 0.925  -0.12
C 2.768 -3.853 1.099  -0.06
C 2.910 -4.687 -0.007  -0.04
C 2.650 -4.211 -1.283  -0.03
C 2.258 -2.892 -1.466  -0.05
C 1.148 3.422 -1.052  -0.27
C 1.955 4.342 -1.695  0.02
C 1.334 5.387 -2.366  -0.01
C -0.053 5.496 -2.408  -0.03
C -0.844 4.541 -1.795  -0.03
C -0.237 3.491 -1.100  -0.27
P -1.222 2.259 -0.242  1.05
C -2.796 2.276 -1.116  -0.40
C -3.944 2.837 -0.558  -0.07
C -5.118 2.877 -1.297  -0.04
C -5.151 2.365 -2.585  -0.03
C -4.002 1.822 -3.151  -0.04
C -2.827 1.782 -2.423  -0.10
C -1.476 2.840 1.450  -0.36
C -2.461 2.259 2.258  -0.15
C -2.655 2.720 3.550  -0.07
C -1.857 3.744 4.053  -0.04
C -0.871 4.310 3.260  -0.04
C -0.682 3.866 1.957  -0.05
H 3.486 3.985 0.648  0.13
H 5.548 3.090 1.687  0.13
H 5.961 0.661 1.770  0.12
H 4.311 -0.914 0.861  0.11
H -0.321 0.226 -2.673  0.05
H -0.074 0.811 -5.075  0.12
H 2.176 0.878 -6.087  0.12
H 4.173 0.398 -4.717  0.12
H 3.940 -0.120 -2.323  0.12
H 2.260 -1.887 1.784  0.10
H 2.977 -4.233 2.090  0.11
H 3.224 -5.714 0.130  0.12
H 2.752 -4.863 -2.140  0.13
H 2.034 -2.532 -2.462  0.12
H 3.031 4.240 -1.692  0.13
H 1.944 6.122 -2.875  0.13
H -0.514 6.320 -2.933  0.12
H -1.922 4.612 -1.851  0.12
H -3.931 3.264 0.435  0.10
H -6.005 3.321 -0.866  0.12
H -6.069 2.400 -3.157  0.12
H -4.023 1.438 -4.162  0.12
H -1.935 1.375 -2.882  0.09
H -3.092 1.468 1.871  0.09
H -3.448 2.302 4.158  0.12
H -2.021 4.114 5.057  0.12
H -0.262 5.118 3.644  0.12
H 0.066 4.337 1.333  0.11
N -3.486 -1.070 -0.643  0.24
C -2.753 -0.500 0.031  -0.08
H -3.891 -1.673 -1.355  0.11
N -0.691 -2.317 5.978  0.20
C -0.333 -1.046 5.234  -0.12
C -0.573 -1.192 3.730  -0.26
N -0.207 0.007 2.989  0.02
H -0.555 -2.208 6.987  0.18
H -0.116 -3.106 5.676  0.18
H -1.670 -2.576 5.830  0.18
H 0.712 -0.838 5.460  0.14
H -0.947 -0.256 5.664  0.14
H -1.630 -1.396 3.542  0.13
H -0.014 -2.040 3.325  0.11
H 0.770 0.251 3.112  0.09
H -0.764 0.808 3.274  0.05
O -3.006 -2.992 -2.689  -0.30
S -1.603 -3.304 -2.562  0.66
O -0.790 -3.375 -3.732  -0.25
N -0.971 -2.218 -1.487  -0.05
C -0.769 -2.777 -0.333  -0.55
O -0.484 -2.074 0.714  -0.20
C -0.936 -4.248 -0.279  -0.14
C -0.683 -5.132 0.753  -0.01
C -0.892 -6.486 0.517  -0.04
C -1.347 -6.937 -0.720  -0.02
C -1.607 -6.048 -1.760  0.00
C -1.390 -4.712 -1.506  -0.20
H -0.319 -4.778 1.708  0.11
H -0.697 -7.206 1.300  0.12
H -1.501 -7.996 -0.876  0.12
H -1.962 -6.394 -2.721  0.14

Atoms 1-3, force components in eV/Å:
-0.29 -0.27 -0.50
-0.14 0.13 0.28
0.04 -0.06 -0.15

(3)
Here is a structure of composition C10H17Cl2NTl in a non-equilibrium geometry from the Open Molecules 2025 dataset. Energies are from ωB97M-V/def2-TZVPD.

The value obtained for the total energy is -41872.80513 eV. Its HOMO energy (spin up / spin down) is -2.6 / -2.6 eV. The total charge is -1. The value obtained for the energy above the lowest of the compared OMol25 structures with the same formula, charge and spin is 0.000 eV.

Last column: Löwdin charge in e.
Geometry (Å):
Tl 1.288 -0.426 -0.228  0.29
Cl 0.415 -2.671 -0.173  -0.09
Cl 2.677 -0.111 1.755  -0.11
C 2.541 0.298 -1.544  -0.27
H 2.908 1.315 -1.381  0.03
H 3.095 -0.400 -2.180  0.02
C -0.030 1.081 -1.582  -0.29
C 0.965 0.529 -2.359  -0.55
H 0.225 1.909 -0.912  0.09
C 0.583 -0.746 -3.150  -0.21
H 1.310 1.282 -3.080  0.10
C -0.734 -0.502 -3.890  -0.21
H 1.396 -1.008 -3.839  0.11
H 0.452 -1.601 -2.465  0.03
C -1.862 -0.163 -2.916  -0.19
H -0.599 0.328 -4.598  0.11
H -1.006 -1.387 -4.481  0.10
C -1.478 0.809 -1.757  -0.23
H -2.696 0.281 -3.476  0.09
H -2.239 -1.092 -2.467  0.10
H -2.007 1.766 -1.932  0.09
H -1.889 0.419 -0.807  0.08
C -0.776 -0.399 5.057  -0.10
C 0.095 0.376 4.055  -0.25
C -0.306 0.245 2.669  -0.25
N -0.571 0.156 1.535  0.11
H -1.812 -0.051 5.010  0.07
H -0.415 -0.251 6.078  0.07
H -0.751 -1.471 4.841  0.08
H 0.082 1.443 4.318  0.12
H 1.140 0.042 4.131  0.08

Atoms 1-3, force components in eV/Å:
-2.77 -1.80 3.98
-0.38 -1.13 0.24
1.00 0.16 1.87

(4)
Here is a cluster of 2 separate species, C24H25O2S in total in a non-equilibrium geometry from the Open Molecules 2025 dataset. Energies are from ωB97M-V/def2-TZVPD.

The value obtained for the total energy is -40214.50114 eV. Its HOMO energy is -10.1 eV. The total charge is +1.

Last column: Löwdin charge in e.
Geometry (Å):
C -5.185 -1.762 2.309  -0.05
O -4.670 -0.404 2.304  -0.09
C -3.319 -0.201 2.286  -0.25
C -2.901 1.163 2.306  0.01
C -1.557 1.481 2.290  -0.02
C -0.578 0.466 2.232  -0.16
C 0.884 0.797 2.062  -0.48
C 1.800 -0.103 2.672  -0.36
S 3.470 0.090 2.445  0.99
C 4.058 -1.070 3.702  -0.24
C 3.861 -0.937 0.998  -0.23
O 1.256 1.765 1.362  -0.03
C -0.991 -0.870 2.193  -0.04
C -2.339 -1.229 2.231  0.00
H -6.268 -1.640 2.343  0.09
H -4.892 -2.304 1.402  0.09
H -4.840 -2.313 3.193  0.09
H -3.662 1.942 2.332  0.12
H -1.227 2.520 2.300  0.11
H 1.467 -0.924 3.305  0.07
H 5.149 -1.039 3.639  0.06
H 3.713 -0.707 4.674  0.07
H 3.663 -2.064 3.469  0.07
H 4.956 -0.963 0.924  0.06
H 3.443 -1.935 1.175  0.07
H 3.423 -0.455 0.118  0.07
H -0.217 -1.634 2.114  0.11
H -2.616 -2.288 2.211  0.11
C 3.388 3.195 2.965  0.09
C 4.307 3.443 1.901  -0.19
C 5.657 3.000 2.054  -0.02
C 6.606 3.170 1.059  -0.05
C 6.221 3.725 -0.176  -0.02
C 4.905 4.178 -0.369  -0.03
C 3.990 4.093 0.673  0.02
C 2.225 3.954 3.282  -0.18
C 1.886 4.125 4.657  0.01
C 0.755 4.825 5.055  -0.04
C -0.077 5.405 4.082  -0.02
C 0.235 5.291 2.720  -0.04
C 1.336 4.532 2.330  -0.01
H 3.653 2.402 3.684  0.11
H 5.924 2.530 2.999  0.12
H 7.645 2.867 1.232  0.12
H 6.941 3.777 -0.994  0.12
H 4.592 4.601 -1.330  0.12
H 2.994 4.487 0.531  0.10
H 2.537 3.658 5.392  0.12
H 0.511 4.914 6.117  0.12
H -0.993 5.916 4.385  0.12
H -0.386 5.757 1.946  0.12
H 1.454 4.296 1.284  0.09

Atoms 1-3, force components in eV/Å:
0.40 0.68 0.00
0.40 -0.61 0.01
0.53 -0.07 -0.07

(5)
Here is the molecule C5H13NS in a non-equilibrium geometry from the Open Molecules 2025 dataset. Energies are from ωB97M-V/def2-TZVPD.

The value obtained for the total energy is -17719.68434 eV. Its HOMO energy is -8.2 eV. The value obtained for the energy above the lowest of the compared OMol25 structures with the same formula, charge and spin is 1.566 eV. Its SMILES is CSCC[C@@H](C)N.

Last column: Löwdin charge in e.
Geometry (Å):
C -2.380 1.833 1.614  -0.40
S -2.106 0.011 1.619  0.81
C -1.289 -0.359 0.157  -0.62
C 0.207 -0.187 0.345  -0.29
C 1.011 -0.603 -0.938  -0.50
C 2.389 -0.022 -0.679  -0.10
N 0.773 -2.016 -1.309  0.02
H -2.318 2.407 0.710  0.02
H -3.388 2.007 2.001  0.02
H -1.743 2.507 2.215  0.03
H -1.677 0.265 -0.763  0.12
H -1.590 -1.430 -0.172  0.10
H 0.529 0.870 0.660  0.13
H 0.682 -0.713 1.163  0.09
H 0.540 -0.044 -1.772  0.13
H 2.339 0.944 -1.110  0.05
H 2.677 -0.204 0.428  0.11
H 3.172 -0.543 -1.347  0.09
H 1.071 -2.546 -0.511  0.06
H 1.102 -2.177 -2.311  0.11

Atoms 1-3, force components in eV/Å:
-0.09 0.76 0.94
-1.77 1.31 1.80
0.11 -0.51 -3.11

(6)
Here is the ion C6H14N3 with charge +1 in a non-equilibrium geometry from the Open Molecules 2025 dataset. Energies are from ωB97M-V/def2-TZVPD.

The value obtained for the total energy is -10911.68413 eV. Its HOMO energy is -13.3 eV. The total charge is +1. The value obtained for the energy above the lowest of the compared OMol25 structures with the same formula, charge and spin is 1.450 eV. Its SMILES is CC(C)=N/C=[NH+]/CCN.

Last column: Löwdin charge in e.
Geometry (Å):
C 1.141 3.279 -0.963  0.03
C 0.643 1.837 -1.125  -0.30
C 0.669 1.250 -2.488  0.00
N 0.421 1.178 -0.080  0.17
C -0.182 0.339 0.639  -0.17
N 0.417 -0.491 1.421  0.05
C -0.362 -1.370 2.273  -0.18
C -0.873 -2.573 1.458  -0.19
N -1.700 -2.002 0.317  0.03
H 0.460 3.635 -0.251  0.08
H 1.097 3.620 -1.935  0.06
H 2.158 3.220 -0.581  0.11
H 1.717 1.504 -2.841  0.13
H -0.019 1.693 -3.183  0.09
H 0.398 0.160 -2.532  0.11
H -1.355 0.513 0.618  0.21
H 1.391 -0.456 1.437  0.15
H -1.248 -0.752 2.582  0.13
H 0.252 -1.670 3.198  0.16
H 0.106 -2.962 1.090  0.12
H -1.484 -3.364 1.970  0.13
H -1.704 -2.509 -0.490  0.04
H -2.630 -1.937 0.548  0.04

Atoms 1-3, force components in eV/Å:
0.06 -3.46 0.54
0.98 0.42 0.07
0.83 -1.21 -0.25